A cluster of 16 separate species, C36H106N2O30 in total at a distorted geometry. Source: the Open Molecules 2025 dataset; level of theory: ωB97M-V with the def2-TZVPD basis set.

The geometry in XYZ format:
```
174
Properties=species:S:1:pos:R:3:forces:R:3
C -3.8873 1.3049 4.0600 -1.25 1.81 -0.66
C -5.3472 1.6490 3.5166 1.21 -2.02 1.08
O -6.2234 1.7157 4.6999 0.97 0.84 -0.92
O -3.8848 0.1601 4.8340 0.93 -0.87 -0.33
H -3.6799 2.1689 4.6734 0.64 0.53 0.48
H -3.0868 1.2134 3.3275 -0.28 0.07 -0.36
H -5.5749 0.7604 2.9082 -0.78 0.29 0.35
H -5.4488 2.5186 2.8911 0.23 0.49 -0.10
H -6.0230 2.5900 5.1140 -0.30 -1.06 -0.40
H -4.7412 0.0935 5.2133 -1.28 -0.15 0.80
C -2.6839 6.1524 0.3056 0.30 1.06 -2.12
C -2.4761 4.8322 0.9432 -0.46 -0.64 0.16
O -1.6385 4.0204 0.1631 0.52 -0.33 1.05
O -1.4794 6.7594 -0.1806 0.57 -0.31 0.05
H -3.0583 6.8517 1.0083 -1.16 0.52 0.74
H -3.2967 6.1182 -0.6311 0.05 -0.17 0.99
H -3.4808 4.3692 1.1934 1.05 0.31 -0.12
H -1.9130 5.0114 1.8573 -0.14 -0.22 0.34
H -2.0362 3.7688 -0.6591 -0.67 -0.27 -0.92
H -0.8175 6.7943 0.5360 -0.22 0.03 -0.13
C 5.2913 -2.3822 -1.2635 0.89 1.08 -1.10
C 4.0325 -2.2825 -0.4703 -1.78 -1.79 -0.13
O 2.9632 -1.6820 -1.2592 0.45 -0.45 0.39
O 5.8073 -1.0471 -1.5954 -0.38 -0.79 0.38
H 5.2116 -2.8799 -2.2516 -0.49 -0.22 0.74
H 6.0477 -2.9239 -0.6782 -0.09 0.40 -0.13
H 4.1521 -1.7287 0.4627 0.24 -0.05 -0.06
H 3.6640 -3.3453 -0.2294 0.73 1.33 -0.05
H 2.1302 -1.9104 -0.7959 0.29 0.59 -0.11
H 5.1505 -0.6688 -2.1997 0.18 0.02 0.20
C -1.1224 -1.7021 -5.3772 2.03 -1.19 0.26
C 0.3200 -1.2217 -5.4703 0.35 1.27 0.98
O 0.2756 0.2014 -5.7201 -0.13 -0.08 0.11
O -1.7226 -1.2275 -4.2064 -0.05 2.19 -0.05
H -1.0605 -2.7951 -5.3124 -0.29 0.10 0.03
H -1.6289 -1.4470 -6.2801 -0.73 0.41 -0.66
H 0.8728 -1.7257 -6.2391 0.15 -0.38 -0.72
H 0.8504 -1.4203 -4.5155 -0.46 -0.03 -0.43
H 1.1146 0.6917 -5.5573 -0.42 -0.58 -0.04
H -1.4779 -0.2540 -4.2165 -0.50 -1.42 0.25
C 1.0106 -0.7644 5.4259 1.09 1.16 -0.93
C -0.3632 -0.1468 5.2427 0.42 0.66 0.46
O -0.2410 0.9039 4.2942 -0.48 0.10 -0.31
O 2.0318 0.2423 5.7630 -0.94 -0.27 -0.64
H 1.3248 -1.2206 4.4860 -0.08 -0.20 0.05
H 1.0169 -1.4945 6.1981 0.04 -0.64 0.76
H -0.6930 0.2631 6.2144 -0.14 -0.21 -0.31
H -1.1224 -0.8204 4.8457 0.16 -0.17 0.24
H 0.3079 1.5618 4.7191 0.28 0.30 0.06
H 2.4390 0.5821 4.9296 -0.25 -0.67 0.68
C -4.9828 2.0532 -0.0266 1.63 -0.29 1.68
C -4.8011 1.9326 -1.4783 -0.81 0.50 -1.80
O -3.8527 2.9832 -1.8595 -0.10 -1.04 -2.19
O -5.7488 3.1633 0.3005 -1.56 0.94 0.57
H -3.9717 2.2509 0.4404 -0.66 -1.01 -0.23
H -5.5010 1.1850 0.4192 0.55 0.25 -0.29
H -5.7968 2.2340 -1.8806 0.52 -0.36 -0.14
H -4.5788 0.9147 -1.8810 0.30 0.79 0.51
H -3.7371 2.9100 -2.8651 -0.18 0.32 2.24
H -5.2919 3.9883 0.1395 0.28 0.02 -0.30
C 3.2063 1.8026 -4.0045 -0.16 1.43 0.18
C 2.2629 1.2339 -2.9706 0.82 0.10 1.25
O 3.0308 1.0581 -1.7578 -0.05 0.53 -0.43
O 2.4430 2.0399 -5.2115 0.62 0.20 0.20
H 4.1068 1.1636 -4.1382 -0.82 0.08 -0.41
H 3.6115 2.7578 -3.5843 -0.31 -0.52 -0.49
H 1.8385 0.3107 -3.3165 -0.21 -0.66 -0.07
H 1.4509 1.9194 -2.7102 0.01 0.11 -0.38
H 2.9793 0.1667 -1.3940 -0.28 -0.61 -0.17
H 2.2229 2.9999 -5.2929 0.46 -0.81 0.31
C 4.9720 -0.6854 3.7751 -0.82 -1.42 0.33
C 4.3096 -2.0628 4.0773 0.68 1.86 1.49
O 3.8099 -2.6544 2.9179 -0.01 -0.36 -0.09
O 3.9570 0.2824 3.4880 1.31 0.54 -0.07
H 5.5479 -0.8134 2.8633 0.53 -0.04 -0.05
H 5.6428 -0.4179 4.6349 -0.66 0.01 -0.68
H 3.5150 -1.8387 4.8231 0.24 -0.28 -0.37
H 5.0870 -2.6391 4.6156 -0.29 -0.27 -0.45
H 3.2646 -3.4108 3.1846 0.00 -0.17 -0.26
H 4.5170 0.9498 3.0054 -1.05 -0.07 0.19
C 0.7043 -4.4016 -3.3182 1.23 0.12 -0.73
C 0.2256 -5.0816 -2.1047 -1.84 -0.50 -0.12
O 1.0738 -4.9390 -0.9962 0.83 -0.49 -1.36
O 1.0763 -3.0750 -2.9955 0.35 -0.22 -0.02
H -0.0606 -4.4165 -4.1099 0.22 0.12 0.32
H 1.5787 -4.9740 -3.6705 0.01 0.30 -0.34
H 0.0867 -6.1303 -2.3956 -0.20 -0.13 0.38
H -0.7606 -4.6133 -1.9122 0.21 -0.46 0.43
H 0.4614 -4.7095 -0.3044 -0.44 0.85 1.39
H 1.7501 -3.2206 -2.3057 -0.23 0.55 -0.26
C 5.9037 2.3526 -0.5792 -1.43 -1.85 0.27
C 5.5821 1.2914 0.5639 0.17 0.36 -1.28
O 5.5618 1.8656 1.8740 0.46 -0.48 0.18
O 4.7094 3.0976 -0.8879 0.74 0.29 0.36
H 6.2440 1.7539 -1.4642 -0.21 0.52 0.59
H 6.7318 3.0048 -0.2604 -0.56 0.07 -0.13
H 6.3801 0.5097 0.5108 -0.83 0.48 0.33
H 4.5570 0.8578 0.3841 1.11 0.16 -0.13
H 5.3185 2.7837 1.8109 -0.24 0.58 -0.18
H 3.9684 2.4904 -1.1174 0.75 -0.10 0.12
C -4.6763 -2.8572 -3.6997 -1.58 -1.07 -1.07
C -6.0814 -2.2993 -3.9588 1.12 0.53 1.50
O -6.0172 -1.0292 -3.2586 -0.30 -0.36 -0.58
O -4.4175 -3.0411 -2.3480 -0.51 -0.13 0.55
H -3.9535 -2.2086 -4.0866 1.06 1.18 -0.94
H -4.5950 -3.8128 -4.2049 0.16 -0.33 -0.02
H -6.8231 -2.9134 -3.4556 -0.15 -0.32 -0.05
H -6.3644 -2.1490 -4.9949 0.32 -0.12 -0.31
H -6.8844 -0.6596 -3.3948 -0.38 0.63 0.29
H -4.7039 -2.2363 -1.8985 0.10 0.16 0.43
C 1.0055 5.5929 -2.5312 0.75 2.32 0.26
C 1.3035 5.8066 -4.0143 -2.05 0.83 -0.38
O 1.3895 4.5957 -4.7275 -0.25 -1.40 -0.16
O -0.2948 5.1412 -2.3466 -1.14 -0.19 0.24
H 1.1575 6.5574 -1.9812 -0.20 -0.28 -0.64
H 1.6971 4.9651 -2.0178 0.82 -1.08 -0.04
H 2.1720 6.4021 -4.2772 0.38 -0.21 0.46
H 0.4237 6.3924 -4.4586 0.94 -0.56 0.76
H 0.6570 3.9912 -4.4739 0.44 0.86 -0.05
H -0.7146 5.6768 -1.6400 0.10 -0.30 -0.34
C 1.9193 3.8039 1.5197 -0.08 -0.11 0.09
C 1.2030 4.9690 2.2031 0.31 -0.01 -0.39
O 0.8206 5.9224 1.2073 -0.51 -0.91 -1.02
O 1.0399 3.2513 0.5722 0.31 -0.30 -0.80
H 2.2847 2.9982 2.2100 -0.09 0.86 -0.25
H 2.7055 4.2072 0.8773 0.46 -0.11 0.51
H 1.8734 5.4999 2.8868 -0.35 -0.22 0.17
H 0.2813 4.5904 2.6722 0.33 0.07 0.43
H 0.4630 5.3614 0.4584 0.57 0.61 0.88
H 0.1888 3.0806 0.9618 -0.76 -0.13 0.21
C -3.8218 -2.3201 1.2184 -0.43 -0.20 -0.89
C -3.9763 -3.7156 0.6557 -1.70 0.17 -0.46
O -3.0602 -4.0232 -0.3344 1.98 -0.94 1.34
O -4.1775 -1.3658 0.1964 0.92 0.03 0.33
H -2.8048 -2.1862 1.5963 -0.04 0.32 0.04
H -4.5521 -2.2280 2.0106 -0.02 0.28 0.44
H -4.9980 -3.7537 0.2118 0.35 -0.02 0.37
H -3.9622 -4.4762 1.4334 0.26 -0.10 0.27
H -3.3953 -3.8515 -1.1942 -0.79 0.50 -1.29
H -3.3398 -1.1895 -0.2967 -0.21 -0.23 0.00
C -1.4913 0.9885 -1.5427 -1.31 0.66 0.15
C -0.7276 -0.2489 -1.1903 1.25 -1.70 -0.42
C -0.1024 -0.1606 0.1812 -1.33 1.97 0.08
O 0.9113 -1.0551 0.4646 0.67 -0.91 0.61
C 1.5845 -0.6600 1.6793 -0.05 0.47 -0.85
N -1.5303 -1.4645 -1.2773 -1.02 -0.44 -0.36
H -0.8429 1.7469 -2.0123 -0.29 -0.07 0.49
H -2.0708 1.3966 -0.6737 0.80 -0.13 -0.49
H -2.3078 0.7620 -2.2471 0.44 -0.14 -0.06
H 0.1036 -0.3526 -1.8954 0.24 0.15 -0.15
H -0.9240 -0.1851 0.9215 0.06 -0.41 0.13
H 0.2617 0.8619 0.2602 0.45 0.27 0.05
H 1.9833 0.3275 1.5575 0.53 0.74 -0.46
H 2.4004 -1.3070 1.9598 -0.09 -0.45 -0.21
H 0.8894 -0.5047 2.4720 -0.81 -0.41 0.76
H -1.1013 -2.2472 -0.7738 -0.16 0.37 -0.62
H -1.6940 -1.7546 -2.2720 0.35 0.38 1.29
C -0.2318 -3.3515 3.5045 0.43 0.20 -0.34
C 0.4849 -3.8566 2.2462 -0.32 0.35 -1.01
C 1.1176 -5.2638 2.2397 -0.69 1.87 1.68
O 2.1717 -5.1570 3.1600 0.82 -1.36 0.35
C 2.8125 -6.4458 3.3840 0.46 2.36 1.38
N -0.3396 -3.7343 1.0493 -0.51 -0.09 -0.30
H 0.5109 -3.3806 4.2971 -0.12 0.25 0.39
H -1.0893 -3.9555 3.8268 0.09 0.04 -0.31
H -0.5623 -2.2937 3.3086 0.29 -1.03 0.32
H 1.2918 -3.1343 2.0078 -0.01 -0.63 0.53
H 1.4218 -5.4766 1.2565 0.79 -0.36 -1.30
H 0.4684 -6.0593 2.5697 -0.76 -0.26 0.13
H 2.0888 -7.2146 3.6091 -0.26 -0.33 -0.27
H 3.3966 -6.2443 4.3121 -0.14 -0.53 -0.73
H 3.4751 -6.6379 2.5546 0.10 -0.53 -0.26
H -1.2663 -4.1076 1.1696 -0.37 -0.31 0.04
H -0.4745 -2.7507 0.8429 0.20 -0.06 0.06
```
Positions in Å, forces in eV/Å.

Calculated values
Calculated total energy = -3801.6956 Ha
Net charge = 0
Frontier orbital gap = 9.386 eV
Energy relative to the best compared isomer or geometry (same formula, charge and spin) = 0.000 eV
Highest occupied orbital energy = -0.331 Eh
F_max = 2.78 eV/Å

These are the Mulliken partial charges, in e, on atoms 1 to 99: C 0.08; C -0.45; O -0.56; O -0.49; H 0.21; H 0.03; H 0.12; H 0.39; H 0.35; H 0.33; C -0.79; C 0.28; O 0.38; O -0.61; H 0.51; H 0.31; H -0.29; H 0.32; H -0.26; H 0.35; C -0.94; C 0.97; O -0.48; O -0.52; H 0.30; H 0.37; H -0.52; H 0.06; H -0.57; H 0.20; C -0.90; C 0.05; O -0.62; O -0.35; H 0.33; H 0.44; H 0.55; H -0.16; H 0.34; H 0.17; C 0.61; C -0.82; O -0.37; O -0.67; H -0.61; H 0.70; H 0.35; H 0.20; H 0.25; H 0.36; C 0.32; C -0.22; O -0.51; O -0.71; H -0.06; H 0.10; H 0.46; H 0.04; H 0.26; H 0.41; C -0.56; C 1.57; O 1.07; O -0.65; H 0.15; H 0.34; H -0.66; H -0.46; H -0.73; H 0.47; C -0.56; C -0.28; O -0.32; O -0.43; H 0.28; H 0.43; H 0.03; H 0.52; H 0.11; H 0.25; C -0.60; C 0.25; O -0.60; O -0.08; H 0.32; H 0.22; H 0.41; H -0.25; H 0.27; H -0.09; C -0.77; C 0.76; O -0.69; O -0.55; H 0.23; H 0.41; H 0.28; H -0.51; H 0.27